No. 1
The following is a quantum chemistry calculation of C32H80AsF12N5O16S2 as an isolated structure, from the OMol25 dataset.

**LUMO energy (alpha / beta)**: -6.4 / -11.6 eV
**⟨S²⟩**: 0.767
**Orbital gap (alpha / beta)**: 7.15 / 1.96 eV
**HOMO (alpha / beta)**: -13.53 / -13.53 eV

```
! RIJCOSX wB97M-V def2-TZVPD def2/J DEFGRID3
* xyz 3 2
As -0.27920 0.01083 0.17513
S -6.64404 -0.17186 0.35203
S 4.56166 1.99564 -3.82103
F -0.36815 -0.70570 -1.45686
F 5.43087 2.12163 -1.21746
F -0.17552 0.79877 1.75053
F 3.44785 1.29446 -1.47267
F 3.82741 3.49441 -1.67265
F -5.40615 -2.57509 0.89099
F -4.29724 -0.87409 1.55681
F 1.50962 -0.12414 0.12262
F -0.44124 -1.59286 0.96806
F -0.29753 1.65245 -0.51133
F -6.14865 -1.54830 2.69915
F -2.13996 0.23991 0.08663
O 5.42070 3.08817 -4.31312
O -4.15974 -2.34751 -4.36526
O 3.22926 2.08058 -4.40315
O -7.79288 -0.96720 -0.13053
O -5.80050 0.37549 -0.69773
O -5.64813 4.21212 -0.39503
O -0.05310 -0.28361 6.36866
O 5.08552 0.61458 -3.96374
O 2.62407 4.49883 1.60335
O 1.70408 -1.71070 -5.61022
O 3.73431 1.22250 5.45289
O -3.37308 2.02234 -4.12410
O -7.03610 0.85630 1.26673
O 2.68554 -3.62205 5.14909
O 6.55821 -1.99623 -3.15680
O -1.43182 -4.74904 -2.84272
N 3.79774 -1.61125 -3.17375
N 2.84595 3.70801 4.45758
N 0.02674 -2.49524 4.62322
N -3.52119 2.32906 -1.28050
N -3.78105 -3.82193 -1.86044
C -4.68208 -1.84872 -3.14820
C -4.40399 4.29647 0.24030
C -1.33284 -4.57444 -1.43524
C -3.86981 2.88710 0.17296
C -2.61327 3.26083 -2.10594
C 3.75926 0.52116 6.66980
C -6.08285 5.56805 -0.48141
C -3.23918 1.64384 -5.45727
C 3.65628 -4.48850 5.72718
C 2.42779 1.39084 4.80356
C 0.88317 -3.28253 3.56684
C 4.27925 2.22791 -1.89698
C 2.73468 5.48588 2.57662
C -0.43063 -4.11946 -3.58219
C 2.27022 -1.53876 -3.17682
C -0.67656 -1.22983 4.21431
C -0.36398 0.43260 7.59995
C 1.84736 -4.26473 4.21496
C 7.80176 -1.24831 -3.35716
C -5.10327 -2.53367 -5.40936
C -3.68180 -2.26279 -2.07934
C 3.55965 4.83084 3.74736
C -2.27517 2.64129 -3.55053
C -1.10275 -0.51343 5.48076
C -2.81900 -4.43199 -0.85125
C 6.03151 -1.85578 -1.84745
C 2.52909 2.40562 3.73748
C -5.56175 -1.36413 1.45634
C 1.76130 -0.90038 -4.49206
C 1.21262 -1.11560 -6.83483
C 4.49095 -2.05247 -1.82903
C 1.83232 4.85845 0.44662
H 4.49673 4.38687 3.41140
H -1.45732 -1.37985 3.46865
H 0.80523 -1.82131 -7.55878
H -0.90076 -5.50479 -1.06666
H -1.45540 0.45966 5.13896
H 1.53617 2.56663 3.31761
H -1.37063 0.20596 7.95122
H 0.18388 -3.75005 2.87365
H 1.28942 -5.04950 4.72579
H 3.28872 6.33380 2.17391
H -3.16589 1.38690 -1.20175
H -5.49949 6.10147 -1.23191
H 4.25837 -3.88063 6.40251
H -3.17310 4.18333 -2.25983
H -0.38499 -3.07048 -3.28952
H 2.04557 -0.78039 -2.42681
H 1.63895 3.86976 0.03046
H 3.22010 2.19411 2.92147
H -3.78553 5.01970 -0.29124
H 8.55120 -1.33599 -2.57056
H 0.27658 0.06967 8.40374
H -3.57972 -4.26248 -2.74671
H 2.26909 5.48093 -0.33431
H -2.86452 -3.78600 0.02552
H -1.88208 3.41898 -4.20535
H -4.83090 -0.76971 -3.10706
H 0.72992 -0.56406 -4.38598
H 4.26660 -0.74756 -3.40678
H 0.27852 -0.57057 -6.69884
H 6.49656 -2.63744 -1.24675
H -3.26457 -5.39612 -0.60626
H 0.55215 -4.55912 -3.41208
H -6.09541 6.09285 0.47385
H 1.96500 -2.57418 -3.02565
H 3.78799 5.53712 4.54557
H 8.28173 -1.56735 -4.28234
H -2.28769 1.13393 -5.60816
H 0.59461 -2.24559 5.42028
H -5.51320 -1.56448 -5.69346
H -4.72062 -4.10156 -1.61727
H 1.94960 4.01673 4.80593
H 4.16515 -3.05443 -1.54969
H 2.41704 -0.05063 -4.68189
H 1.40530 -2.58738 2.90938
H -2.02488 -0.98587 5.81926
H 4.11378 -1.34494 -1.09062
H 3.27354 3.39260 5.31652
H 3.41826 -0.51328 6.71168
H -0.43528 -4.16816 -4.67110
H 0.16272 -0.67268 3.79800
H 0.87817 5.25729 0.79105
H -3.99901 1.02936 -5.94015
H 7.71322 -0.17708 -3.53807
H 2.41468 -4.83850 3.48213
H 4.01331 -2.35587 -3.82118
H -4.42075 2.19885 0.81396
H -3.14631 2.49874 -6.12706
H -3.91445 -1.70884 -1.16987
H -0.65473 -3.10884 5.04654
H -4.50779 -2.92057 -6.23629
H -5.67382 -2.23762 -2.91731
H -1.41211 2.03271 -3.28063
H -4.43002 4.74889 1.23163
H -2.68472 -1.91608 -2.35084
H 1.68982 1.61867 5.57271
H 4.76783 0.48570 7.08165
H -5.93754 -3.17827 -5.13261
H -0.18911 1.50700 7.54353
H 3.14990 1.04912 7.40331
H 4.36436 -4.88667 5.00041
H 2.08221 0.44321 4.39043
H -1.67471 3.51720 -1.61453
H -2.88283 2.98989 0.62396
H -7.09751 5.45888 -0.86435
H 1.77598 5.88679 2.90567
H 1.88017 -0.40717 -7.32535
H 6.23526 -0.87447 -1.41894
H -0.61976 -3.80872 -1.12980
H 3.11898 -5.31337 6.19516
H -4.39833 2.21078 -1.76706
*
```

***

No. 2
The following is a quantum chemistry calculation of C16H19Cl4MoN8O3S as an isolated structure, from the OMol25 dataset.

**LUMO energy (alpha / beta)**: -4.7 / -4.7 eV
**Orbital gap (alpha / beta)**: 5.61 / 5.59 eV
**HOMO (alpha / beta)**: -10.28 / -10.27 eV

```
! RIJCOSX wB97M-V def2-TZVPD def2/J DEFGRID3
* xyz 1 1
Mo -0.68117 -1.44675 -0.16833
Cl 2.40295 -1.57677 -4.04147
Cl -0.90755 2.27933 -5.83935
Cl -2.67541 1.99992 -3.24490
Cl 1.62563 0.53267 -6.19169
S -1.93349 -3.47849 -0.99195
O 0.40472 -1.56402 -1.68077
O -1.50425 -1.39791 1.35291
O -1.57119 -0.16111 -1.39793
N -0.01838 -4.51559 0.56604
N -4.79095 -0.73162 1.36992
N 0.61616 0.13631 0.59920
N -1.37734 -5.99517 -0.54772
N -1.73917 -1.46537 2.62114
N 1.21768 2.19685 1.48583
N -3.41226 -1.42004 5.59023
N 0.53700 -3.24466 0.81810
C -3.21017 -1.35518 4.46079
C 3.33955 1.76031 0.25743
C -2.97849 -1.27361 3.08115
C -1.05023 -4.72729 -0.28940
C 0.89381 3.52498 1.99848
C 0.32801 1.37917 0.91622
C -4.03120 -0.97549 2.19913
C -1.04775 1.85472 0.58152
C 2.62624 1.82174 1.60777
C 0.65511 0.35348 -4.79450
C -1.28175 1.02605 -3.48268
C -0.48755 1.14555 -4.62663
C -0.92805 0.08787 -2.50230
C 1.01697 -0.58737 -3.82133
C 1.23445 4.63714 1.01072
C 0.23951 -0.71501 -2.67624
H 4.40092 1.58669 0.41164
H 2.72412 0.87508 2.15467
H 2.31008 4.74719 0.90112
H -0.15716 3.56801 2.27775
H 0.50100 -5.32101 0.90396
H 3.11559 2.58091 2.21787
H 0.83263 5.57847 1.37102
H 0.79807 4.43056 0.03855
H 1.49557 -3.20494 0.44778
H 1.58381 -0.10353 0.80298
H -1.80295 1.19574 1.01275
H -1.24523 2.87208 0.88745
H 2.95022 0.96908 -0.37878
H -2.16936 -6.17831 -1.14249
H 1.46127 3.67237 2.92022
H -0.92980 -6.78441 -0.11127
H 0.56787 -3.09265 1.83637
H -1.16882 1.80220 -0.50095
H 3.22075 2.70185 -0.27000
*
```

***

> Number 1 is which compound?

C32H80AsF12N5O16S2